2 unconnected molecules or ions with the total composition C4H11N2O, computed with wB97M-V/def2-TZVPD.

Last column: Löwdin charge in e.
Atoms and positions in Å:
N  3.017  -0.651  -0.004  -0.046
C  2.209  0.580  0.242  -0.595
O  1.158  0.735  -0.589  -0.362
H  2.350  -1.365  -0.273  0.029
H  3.606  -0.493  -0.814  0.017
H  1.916  0.503  1.315  0.067
H  2.943  1.410  0.173  0.068
C  -1.392  -1.224  1.581  -0.051
C  -1.179  -0.192  0.753  -0.261
N  -2.118  0.374  -0.107  -0.100
C  -1.673  0.777  -1.440  -0.132
H  -2.339  -1.758  1.609  0.016
H  -0.598  -1.554  2.235  0.019
H  -0.220  0.334  0.722  0.065
H  -3.003  -0.107  -0.094  0.093
H  -2.429  1.440  -1.873  0.060
H  -0.714  1.282  -1.342  0.043
H  -1.533  -0.091  -2.095  0.070

Lowest unoccupied orbital energy, eV: 4.110
E_tot, Ha: -343.72208
Gap between HOMO and LUMO, eV: 6.98
Highest occupied orbital energy, Eh: -0.1055
Total charge: -1
Relative energy (zero: lowest compared OMol25 entry of this formula, charge and spin), kcal/mol: 30.81

A single C3H6O molecule in a non-equilibrium geometry, computed with wB97M-V/def2-TZVPD.

Last column: Löwdin charge in e.
Atoms and positions in Å:
C  -0.922  -0.360  -0.477  -0.052
C  -0.130  0.472  0.442  -0.411
C  1.306  0.729  0.350  -0.111
O  0.351  1.643  -0.100  -0.026
H  -0.444  -0.333  -1.508  0.121
H  -1.939  -0.080  -0.294  0.077
H  -0.781  -1.303  -0.032  0.060
H  -0.605  0.360  1.481  0.162
H  1.806  1.148  1.133  0.081
H  1.927  0.300  -0.371  0.097

SMILES: C[C@H]1CO1
Lowest unoccupied orbital energy, eV: 1.202
E_tot, Ha: -193.07003
Gap between HOMO and LUMO, eV: 11.29
Highest occupied orbital energy, Eh: -0.3706
Relative energy (zero: lowest compared OMol25 entry of this formula, charge and spin), kcal/mol: 45.92

3 unconnected molecules or ions with the total composition C15H14ClN4O4S2 in a non-equilibrium geometry, computed with wB97M-V/def2-TZVPD.

Last column: Löwdin charge in e.
Atoms and positions in Å:
O  -0.637  7.134  -3.549  -0.452
S  0.471  6.458  -4.393  0.346
O  0.611  7.337  -5.697  -0.482
Cl  -0.241  4.600  -5.025  0.243
N  2.054  6.435  -3.658  -0.361
S  1.993  6.075  -1.950  0.662
O  3.477  6.209  -1.429  -0.453
O  1.160  7.065  -1.099  -0.416
C  1.373  4.302  -1.580  -0.264
C  2.546  3.276  -1.121  -0.006
C  2.033  1.730  -0.737  -0.028
C  0.386  1.592  -0.918  -0.060
C  -0.622  2.760  -1.440  -0.095
N  -0.092  4.117  -1.765  0.005
H  3.677  3.598  -1.027  0.098
H  2.740  0.880  -0.357  0.077
H  -0.100  0.538  -0.662  0.054
H  -1.785  2.514  -1.519  0.112
N  -0.133  -2.153  -0.861  0.055
C  0.392  -2.810  -1.918  -0.144
C  1.088  -4.004  -1.815  -0.081
C  1.262  -4.557  -0.551  -0.084
C  0.735  -3.903  0.558  -0.078
C  0.051  -2.715  0.353  -0.143
H  0.232  -2.337  -2.883  0.105
H  1.486  -4.490  -2.699  0.100
H  1.804  -5.491  -0.431  0.102
H  0.854  -4.308  1.556  0.084
H  -0.382  -2.169  1.186  0.098
N  -1.056  -2.548  4.261  0.057
C  -1.018  -3.867  3.972  -0.167
C  -2.146  -4.661  3.847  -0.079
C  -3.391  -4.070  4.034  -0.082
C  -3.463  -2.714  4.335  -0.077
C  -2.279  -2.002  4.436  -0.147
H  -0.023  -4.282  3.838  0.093
H  -2.057  -5.715  3.610  0.100
H  -4.298  -4.661  3.945  0.104
H  -4.418  -2.224  4.487  0.101
H  -2.283  -0.940  4.665  0.104

Lowest unoccupied orbital energy, eV: 1.841
E_tot, Ha: -2356.24289
Gap between HOMO and LUMO, eV: 7.93
Highest occupied orbital energy, Eh: -0.2238
Total charge: -1

A single C29H37N3O4 molecule, computed with wB97M-V/def2-TZVPD.

Last column: Löwdin charge in e.
Atoms and positions in Å:
C  -1.340  2.550  -3.261  -0.063
C  -0.826  3.893  -2.764  -0.210
O  -0.676  3.911  -1.345  -0.021
C  0.464  3.392  -0.855  -0.410
O  1.322  2.938  -1.593  0.080
C  0.568  3.471  0.591  -0.007
C  -0.080  4.380  1.418  -0.182
C  -1.057  5.450  1.093  0.003
N  0.342  4.216  2.697  -0.052
C  -0.089  5.007  3.815  -0.008
C  1.277  3.207  2.746  -0.164
C  1.969  2.685  3.827  -0.013
C  2.864  1.660  3.593  -0.014
C  3.055  1.132  2.313  -0.206
O  3.980  0.181  2.016  -0.086
C  4.585  -0.528  3.065  -0.083
C  2.303  1.612  1.231  -0.085
N  2.397  1.012  -0.027  0.152
C  2.241  -0.320  -0.260  -0.488
O  2.138  -1.163  0.607  0.078
C  2.192  -0.657  -1.742  -0.065
C  0.982  -1.543  -2.069  -0.180
N  -0.235  -0.753  -2.185  -0.162
C  -0.851  -0.407  -0.916  -0.170
C  -1.542  -1.588  -0.224  -0.131
C  -2.586  -2.209  -1.152  -0.313
C  -3.298  -3.416  -0.508  -0.121
C  -2.375  -4.565  -0.223  -0.241
C  -1.685  -4.644  0.981  -0.050
C  -0.807  -5.685  1.227  -0.081
C  -0.610  -6.669  0.274  -0.097
C  -1.304  -6.610  -0.922  -0.086
C  -2.179  -5.567  -1.167  -0.056
C  -1.920  -2.571  -2.479  -0.141
C  -1.228  -1.336  -3.068  -0.190
C  1.447  2.700  1.439  -0.019
H  -0.628  1.762  -3.025  0.058
H  -2.293  2.318  -2.792  0.077
H  -1.477  2.591  -4.338  0.080
H  0.140  4.121  -3.226  0.123
H  -1.539  4.692  -2.982  0.123
H  -1.153  5.557  0.019  0.075
H  -0.739  6.400  1.523  0.088
H  -2.039  5.205  1.499  0.096
H  0.194  4.508  4.738  0.085
H  -1.173  5.126  3.800  0.095
H  0.374  5.998  3.798  0.102
H  1.833  3.061  4.829  0.100
H  3.428  1.267  4.424  0.102
H  3.840  -0.986  3.722  0.101
H  5.255  0.109  3.654  0.091
H  5.168  -1.314  2.586  0.095
H  2.224  1.651  -0.803  0.098
H  3.101  -1.213  -1.979  0.125
H  2.158  0.248  -2.348  0.113
H  0.920  -2.328  -1.302  0.117
H  1.155  -2.024  -3.034  0.121
H  -0.092  0.013  -0.257  0.108
H  -1.592  0.374  -1.117  0.115
H  -0.793  -2.334  0.047  0.105
H  -2.012  -1.236  0.696  0.123
H  -3.355  -1.451  -1.354  0.143
H  -3.762  -3.082  0.423  0.118
H  -4.090  -3.747  -1.184  0.117
H  -1.838  -3.885  1.734  0.113
H  -0.274  -5.726  2.166  0.102
H  0.076  -7.481  0.465  0.098
H  -1.163  -7.380  -1.668  0.100
H  -2.721  -5.531  -2.101  0.111
H  -1.180  -3.357  -2.317  0.111
H  -2.664  -2.944  -3.188  0.119
H  -0.749  -1.586  -4.017  0.117
H  -1.981  -0.563  -3.265  0.113

SMILES: CCOC(=O)c1c(C)n(C)c2ccc(OC)c(NC(=O)CCN3CCC(Cc4ccccc4)CC3)c12
Lowest unoccupied orbital energy, eV: 0.599
E_tot, Ha: -1592.54601
Gap between HOMO and LUMO, eV: 8.06
Highest occupied orbital energy, Eh: -0.2742
Relative energy (zero: lowest compared OMol25 entry of this formula, charge and spin), kcal/mol: 34.54

A molecular structure, C41H29HgIN9 in a non-equilibrium geometry, computed with wB97M-V/def2-TZVPD.

Last column: Mulliken spin population.
Atoms and positions in Å:
Hg  0.621  -0.826  0.798  -0.004
C  -5.025  -4.521  0.018  0.009
C  -5.384  -3.938  1.233  -0.013
C  -4.528  -3.053  1.879  0.016
C  -3.305  -2.781  1.292  -0.021
C  -2.215  -1.837  1.662  0.027
N  -2.308  -1.017  2.685  -0.007
C  -1.524  0.054  2.930  0.190
C  -1.895  1.138  3.828  0.099
C  -2.966  1.324  4.696  0.008
C  -3.070  2.526  5.372  0.029
C  -2.127  3.548  5.174  0.030
C  -1.072  3.380  4.296  0.002
C  -0.947  2.165  3.630  0.086
C  -0.022  1.682  2.618  0.182
N  0.972  2.423  2.076  0.003
C  1.594  2.150  0.953  0.017
N  1.395  1.147  0.075  0.080
C  2.188  1.253  -1.036  -0.048
N  2.240  0.497  -2.090  0.087
C  1.495  -0.646  -2.291  0.052
N  0.605  -1.202  -1.439  0.004
C  0.008  -2.292  -1.976  0.044
N  -1.062  -2.989  -1.457  0.095
C  -1.636  -2.776  -0.314  -0.062
N  -1.263  -1.958  0.719  0.081
C  -2.945  -3.364  0.074  -0.005
C  -3.803  -4.232  -0.579  -0.012
C  0.537  -2.469  -3.291  0.026
C  0.281  -3.388  -4.322  -0.012
C  0.957  -3.262  -5.513  0.016
C  1.909  -2.230  -5.707  0.016
C  2.183  -1.324  -4.709  -0.007
C  1.498  -1.427  -3.487  0.022
C  3.014  2.478  -0.853  -0.011
C  3.992  3.065  -1.634  -0.009
C  4.607  4.218  -1.157  0.009
C  4.249  4.764  0.075  -0.012
C  3.264  4.171  0.858  0.019
C  2.651  3.029  0.378  -0.007
N  -0.380  0.421  2.315  -0.060
H  -5.715  -5.200  -0.471  0.001
H  -6.350  -4.167  1.669  -0.001
H  -4.800  -2.575  2.812  0.001
H  -3.704  0.540  4.819  0.005
H  -3.894  2.689  6.058  0.004
H  -2.241  4.486  5.708  0.004
H  -0.356  4.173  4.114  0.006
H  -3.517  -4.664  -1.530  0.000
H  -0.442  -4.181  -4.168  0.003
H  0.774  -3.970  -6.315  0.003
H  2.429  -2.161  -6.656  0.003
H  2.914  -0.536  -4.851  0.003
H  4.268  2.622  -2.583  0.000
H  5.382  4.697  -1.747  0.001
H  4.750  5.659  0.427  -0.001
H  2.977  4.578  1.819  0.001
C  -2.466  -0.284  -2.704  0.019
N  -1.828  0.937  -3.284  0.000
C  -0.960  0.590  -4.431  0.007
C  -1.084  1.747  -2.222  -0.003
C  -2.078  2.317  -1.249  0.001
C  -2.814  3.447  -1.628  -0.001
C  -3.801  3.928  -0.781  0.000
C  -4.017  3.258  0.425  0.002
C  -3.267  2.136  0.755  0.000
C  -2.252  1.586  -0.065  -0.005
H  -3.230  -0.631  -3.399  0.000
H  -2.877  -0.025  -1.728  0.000
H  -1.692  -1.038  -2.580  -0.015
H  -2.578  1.557  -3.585  0.000
H  -0.115  0.015  -4.053  -0.003
H  -0.606  1.507  -4.898  0.000
H  -1.523  -0.012  -5.143  0.000
H  -0.513  2.493  -2.782  0.000
H  -0.421  1.044  -1.719  0.001
H  -2.608  3.966  -2.567  0.000
H  -4.380  4.808  -1.043  0.000
H  -4.773  3.631  1.112  0.000
H  -3.488  1.664  1.710  0.003
I  2.722  -2.433  1.892  0.000

Lowest unoccupied orbital energy (spin up / spin down), eV: 4.169 / 3.997
E_tot, Ha: -2523.77977
Gap between HOMO and LUMO (spin up / spin down), eV: 4.56 / 5.13
Highest occupied orbital energy (spin up / spin down), Eh: -0.0143 / -0.0415
Total charge: -2
⟨S²⟩: 0.8098
Relative energy (zero: lowest compared OMol25 entry of this formula, charge and spin), kcal/mol: 0.00
Spin multiplicity: 2

Please write out number 3 again, unchanged.
3 unconnected molecules or ions with the total composition C15H14ClN4O4S2 in a non-equilibrium geometry, computed with wB97M-V/def2-TZVPD.

Last column: Löwdin charge in e.
Atoms and positions in Å:
O  -0.637  7.134  -3.549  -0.452
S  0.471  6.458  -4.393  0.346
O  0.611  7.337  -5.697  -0.482
Cl  -0.241  4.600  -5.025  0.243
N  2.054  6.435  -3.658  -0.361
S  1.993  6.075  -1.950  0.662
O  3.477  6.209  -1.429  -0.453
O  1.160  7.065  -1.099  -0.416
C  1.373  4.302  -1.580  -0.264
C  2.546  3.276  -1.121  -0.006
C  2.033  1.730  -0.737  -0.028
C  0.386  1.592  -0.918  -0.060
C  -0.622  2.760  -1.440  -0.095
N  -0.092  4.117  -1.765  0.005
H  3.677  3.598  -1.027  0.098
H  2.740  0.880  -0.357  0.077
H  -0.100  0.538  -0.662  0.054
H  -1.785  2.514  -1.519  0.112
N  -0.133  -2.153  -0.861  0.055
C  0.392  -2.810  -1.918  -0.144
C  1.088  -4.004  -1.815  -0.081
C  1.262  -4.557  -0.551  -0.084
C  0.735  -3.903  0.558  -0.078
C  0.051  -2.715  0.353  -0.143
H  0.232  -2.337  -2.883  0.105
H  1.486  -4.490  -2.699  0.100
H  1.804  -5.491  -0.431  0.102
H  0.854  -4.308  1.556  0.084
H  -0.382  -2.169  1.186  0.098
N  -1.056  -2.548  4.261  0.057
C  -1.018  -3.867  3.972  -0.167
C  -2.146  -4.661  3.847  -0.079
C  -3.391  -4.070  4.034  -0.082
C  -3.463  -2.714  4.335  -0.077
C  -2.279  -2.002  4.436  -0.147
H  -0.023  -4.282  3.838  0.093
H  -2.057  -5.715  3.610  0.100
H  -4.298  -4.661  3.945  0.104
H  -4.418  -2.224  4.487  0.101
H  -2.283  -0.940  4.665  0.104

Lowest unoccupied orbital energy, eV: 1.841
E_tot, Ha: -2356.24289
Gap between HOMO and LUMO, eV: 7.93
Highest occupied orbital energy, Eh: -0.2238
Total charge: -1

- Look up the E_tot of the second one.
  -193.07003 Ha

Please write out number 1 again, unchanged.
2 unconnected molecules or ions with the total composition C4H11N2O, computed with wB97M-V/def2-TZVPD.

Last column: Löwdin charge in e.
Atoms and positions in Å:
N  3.017  -0.651  -0.004  -0.046
C  2.209  0.580  0.242  -0.595
O  1.158  0.735  -0.589  -0.362
H  2.350  -1.365  -0.273  0.029
H  3.606  -0.493  -0.814  0.017
H  1.916  0.503  1.315  0.067
H  2.943  1.410  0.173  0.068
C  -1.392  -1.224  1.581  -0.051
C  -1.179  -0.192  0.753  -0.261
N  -2.118  0.374  -0.107  -0.100
C  -1.673  0.777  -1.440  -0.132
H  -2.339  -1.758  1.609  0.016
H  -0.598  -1.554  2.235  0.019
H  -0.220  0.334  0.722  0.065
H  -3.003  -0.107  -0.094  0.093
H  -2.429  1.440  -1.873  0.060
H  -0.714  1.282  -1.342  0.043
H  -1.533  -0.091  -2.095  0.070

Lowest unoccupied orbital energy, eV: 4.110
E_tot, Ha: -343.72208
Gap between HOMO and LUMO, eV: 6.98
Highest occupied orbital energy, Eh: -0.1055
Total charge: -1
Relative energy (zero: lowest compared OMol25 entry of this formula, charge and spin), kcal/mol: 30.81

- E_tot of number 3 (C15H14ClN4O4S2)?
  -2356.24289 Ha